64
Properties=species:S:1:pos:R:3 method="wB97M-V/def2-TZVPD" gap_ha=0.2529 e_above_lowest_kj_mol=107.7 total_charge=-1 energy_ev=-71378.077
S 0.098 0.340 0.900
P 0.096 2.286 0.935
In 2.007 3.115 2.459
Cl 0.846 4.393 4.295
H 0.311 2.855 -0.382
H -1.155 2.816 1.417
H 2.856 1.651 3.091
H 3.168 4.174 1.526
O 4.520 -0.792 -3.712
C 3.965 -1.585 -2.953
O 3.498 -1.166 -1.754
C 2.688 -1.963 -0.870
C 3.552 -2.864 -0.009
C 3.877 -3.040 -3.299
H 1.925 -2.515 -1.426
H 2.152 -1.260 -0.225
H 4.123 -3.574 -0.613
H 2.937 -3.428 0.697
H 4.281 -2.270 0.554
H 4.823 -3.527 -3.050
H 3.696 -3.130 -4.376
H 3.057 -3.563 -2.810
O 2.772 5.966 -0.296
C 1.877 6.763 -0.574
O 0.638 6.603 -0.057
C -0.428 7.563 -0.177
C -1.160 7.397 -1.495
C 2.117 7.868 -1.557
H -0.059 8.581 -0.023
H -1.121 7.359 0.645
H -0.499 7.573 -2.349
H -2.001 8.093 -1.559
H -1.539 6.375 -1.595
H 2.024 7.473 -2.572
H 3.133 8.250 -1.408
H 1.452 8.721 -1.435
O -0.872 -3.891 -1.053
C -1.767 -3.094 -1.330
O -3.006 -3.254 -0.813
C -4.072 -2.293 -0.934
C -4.803 -2.459 -2.252
C -1.526 -1.988 -2.314
H -3.702 -1.275 -0.780
H -4.765 -2.497 -0.112
H -4.143 -2.283 -3.105
H -5.644 -1.764 -2.316
H -5.183 -3.482 -2.352
H -1.619 -2.383 -3.328
H -0.510 -1.607 -2.165
H -2.191 -1.135 -2.191
O -0.274 -6.536 2.635
C -0.729 -5.420 2.879
O -0.546 -4.860 4.096
C -0.885 -3.501 4.429
C -2.349 -3.384 4.803
C -1.569 -4.701 1.866
H -0.596 -2.816 3.626
H -0.272 -3.235 5.296
H -3.002 -3.660 3.970
H -2.589 -2.362 5.106
H -2.588 -4.062 5.629
H -2.592 -5.083 1.911
H -1.153 -4.894 0.871
H -1.577 -3.619 1.987

***

62
Properties=species:S:1:pos:R:3 method="wB97M-V/def2-TZVPD" gap_ha=0.2864 e_above_lowest_kj_mol=2247.5 energy_ev=-35396.156
C -12.556 -15.037 16.781
O -12.094 -15.270 15.657
N -11.893 -15.273 17.928
C -12.402 -14.741 19.189
C -10.501 -15.727 18.036
H -13.617 -14.796 16.952
H -13.485 -14.626 19.231
H -11.760 -13.901 19.457
H -12.124 -15.596 19.805
H -9.981 -15.830 17.083
H -9.965 -14.931 18.551
H -10.491 -16.632 18.643
C -4.360 -14.920 16.986
O -5.242 -14.969 16.066
N -4.567 -14.449 18.218
C -3.548 -14.329 19.235
C -5.814 -13.850 18.604
H -3.336 -15.303 16.852
H -3.917 -14.970 20.036
H -3.649 -13.297 19.569
H -2.555 -14.631 18.902
H -6.336 -14.393 19.393
H -5.648 -12.856 19.019
H -6.585 -13.730 17.843
C -4.833 -16.438 19.365
O -3.869 -16.780 18.599
N -6.127 -16.615 18.988
C -7.213 -16.651 19.992
C -6.566 -16.780 17.559
H -4.690 -16.074 20.394
H -7.473 -17.705 20.091
H -8.101 -16.086 19.709
H -6.834 -16.514 21.005
H -6.828 -17.837 17.507
H -7.319 -16.072 17.212
H -5.658 -16.579 16.990
C -4.822 -11.576 17.707
O -3.775 -11.132 17.354
N -5.930 -11.605 16.918
C -7.117 -12.427 17.189
C -5.975 -10.956 15.608
H -4.916 -11.918 18.749
H -8.039 -11.868 17.025
H -6.982 -12.765 18.216
H -7.108 -13.313 16.553
H -5.696 -9.910 15.485
H -5.394 -11.563 14.914
H -6.985 -10.754 15.250
O -8.481 -12.460 18.321
C -8.666 -13.702 18.278
O -9.241 -14.492 19.187
C -9.714 -13.955 20.489
C -8.619 -14.604 21.407
C -8.312 -14.372 16.972
H -10.680 -14.382 20.756
H -9.855 -12.878 20.393
H -7.672 -14.117 21.174
H -8.534 -15.683 21.285
H -8.936 -14.524 22.446
H -7.864 -15.364 17.033
H -7.541 -13.771 16.489
H -9.100 -14.506 16.231

***

62
Properties=species:S:1:pos:R:3 method="wB97M-V/def2-TZVPD" gap_ha=0.2508 energy_ev=-44325.350 smiles="N=[PH2]C1=C(CCCCO)C(=O)OC1=O.CCO.CCO.CCO.CCO"
N -0.293 3.589 0.473
P -0.072 1.966 0.634
C -1.489 1.076 -0.362
C -1.284 -0.210 -1.144
C 0.128 -1.090 -1.292
C 0.592 -1.465 0.236
C 0.622 -3.067 0.581
C -0.549 -3.506 1.686
O 0.081 -4.271 2.800
C -2.789 -0.550 -1.765
O -3.005 -1.641 -2.533
O -3.758 0.512 -1.350
C -3.075 1.500 -0.500
O -3.564 2.568 0.145
H -0.428 3.956 1.447
H 1.248 1.660 0.127
H -0.107 1.566 2.027
H 0.957 -0.496 -1.911
H -0.072 -2.120 -1.857
H 1.654 -1.016 0.485
H -0.159 -0.966 0.997
H 1.660 -3.267 1.135
H 0.550 -3.779 -0.345
H -1.115 -2.582 2.130
H -1.356 -4.229 1.212
H -0.641 -4.679 3.363
C -2.705 1.898 -5.507
C -1.819 2.706 -4.580
O -0.672 1.949 -4.224
H -3.016 0.966 -5.024
H -3.596 2.466 -5.788
H -2.162 1.620 -6.416
H -2.358 2.963 -3.664
H -1.493 3.634 -5.060
H -0.196 1.734 -5.044
C 4.151 0.862 -0.828
C 4.482 0.360 0.563
O 4.810 -1.021 0.515
H 3.311 0.301 -1.249
H 3.892 1.924 -0.807
H 5.001 0.719 -1.504
H 3.624 0.485 1.229
H 5.330 0.908 0.986
H 5.579 -1.119 -0.073
C 0.229 7.492 -0.302
C 1.383 7.337 -1.271
O 1.770 5.973 -1.350
H 0.511 7.133 0.693
H -0.079 8.538 -0.226
H -0.630 6.894 -0.624
H 2.247 7.918 -0.933
H 1.105 7.682 -2.271
H 0.999 5.467 -1.658
C -1.289 -8.178 5.860
C -1.226 -6.895 5.057
O -2.268 -6.874 4.093
H -1.196 -9.048 5.202
H -0.489 -8.212 6.605
H -2.252 -8.267 6.372
H -0.270 -6.820 4.529
H -1.330 -6.020 5.706
H -3.112 -6.933 4.572

***

70
Properties=species:S:1:pos:R:3 method="wB97M-V/def2-TZVPD" gap_ha="0.1094 / 0.2695" total_charge=-1 energy_ev=-261553.153 multiplicity=2
C 17.618 -4.143 14.554
Br 16.506 -4.624 13.010
Br 16.431 -3.818 16.167
Br 18.807 -2.543 14.169
H 18.261 -5.008 14.718
O 11.778 -11.349 9.267
P 11.396 -12.421 10.219
N 12.536 -12.800 11.502
C 12.295 -13.707 12.683
C 13.979 -12.674 11.141
N 11.235 -14.028 9.473
C 10.644 -15.135 10.149
C 11.988 -14.344 8.271
N 9.859 -12.139 11.024
C 9.882 -11.012 11.954
C 8.705 -12.060 10.161
H 12.262 -14.752 12.377
H 11.317 -13.424 13.073
H 13.015 -13.586 13.493
H 14.581 -12.651 12.050
H 14.251 -11.845 10.488
H 14.241 -13.600 10.629
H 9.900 -15.520 9.451
H 11.463 -15.830 10.336
H 10.185 -14.870 11.102
H 12.452 -15.319 8.420
H 11.347 -14.376 7.390
H 12.697 -13.525 8.151
H 8.928 -10.554 12.215
H 10.499 -11.199 12.833
H 10.400 -10.224 11.407
H 8.766 -11.191 9.507
H 7.808 -12.012 10.778
H 8.645 -12.926 9.500
C 13.767 -9.020 10.397
O 13.801 -8.389 11.685
C 14.912 -8.360 12.339
O 15.927 -8.935 11.965
O 14.715 -7.683 13.502
C 15.842 -7.711 14.468
H 13.336 -10.021 10.407
H 14.729 -9.192 9.915
H 13.032 -8.568 9.731
H 15.979 -8.779 14.636
H 15.466 -7.283 15.397
H 16.793 -7.337 14.086
C 21.196 -5.341 13.107
O 20.422 -5.876 12.055
C 19.794 -7.126 12.134
O 19.785 -7.854 13.098
O 19.220 -7.365 10.918
C 18.683 -8.703 10.687
H 22.013 -4.668 12.847
H 21.624 -6.186 13.645
H 20.620 -4.781 13.844
H 18.522 -9.233 11.625
H 19.535 -9.168 10.191
H 17.774 -8.748 10.088
C 15.861 -11.336 16.975
O 14.620 -11.239 16.230
C 13.935 -10.085 16.040
O 14.122 -9.009 16.563
O 13.048 -10.295 15.039
C 12.123 -9.288 14.690
H 16.367 -12.297 16.885
H 15.576 -11.144 18.010
H 16.536 -10.519 16.717
H 11.338 -9.757 14.097
H 12.599 -8.514 14.087
H 11.597 -8.892 15.558

***

58
Properties=species:S:1:pos:R:3 method="wB97M-V/def2-TZVPD" gap_ha=0.3012 energy_ev=-39759.925
C 5.059 1.946 0.806
C 4.097 2.856 1.201
Si 2.861 3.662 0.017
C 1.104 3.122 0.621
C 1.046 3.531 2.110
O 1.125 4.627 2.486
F 0.934 2.503 3.025
O 2.857 5.351 0.075
Si 4.403 6.079 0.041
H 6.150 2.091 0.933
H 4.717 0.997 0.335
H 4.054 3.105 2.288
H 3.120 3.101 -1.313
H 0.925 2.038 0.478
H 0.380 3.780 0.089
H 4.663 6.500 -1.349
H 5.447 5.216 0.597
H 4.342 7.313 0.851
C 3.886 -1.867 -2.151
C 2.666 -1.307 -1.429
C 2.479 -1.876 -0.022
C 2.239 -3.385 0.046
C 1.033 -3.885 -0.748
C -0.291 -3.310 -0.259
H 3.797 -2.942 -2.318
H 3.999 -1.391 -3.127
H 4.798 -1.681 -1.579
H 1.771 -1.478 -2.033
H 2.780 -0.220 -1.348
H 1.646 -1.353 0.460
H 3.366 -1.640 0.576
H 2.114 -3.668 1.096
H 3.132 -3.913 -0.301
H 0.992 -4.975 -0.663
H 1.158 -3.667 -1.813
H -0.451 -3.543 0.797
H -1.120 -3.737 -0.827
H -0.331 -2.226 -0.383
C -3.166 0.982 -0.052
C -3.412 -0.336 0.673
C -3.943 -1.441 -0.239
C -5.302 -1.162 -0.885
C -6.443 -0.877 0.091
C -6.752 -2.045 1.021
H -4.091 1.402 -0.453
H -2.741 1.718 0.635
H -2.462 0.848 -0.877
H -4.094 -0.172 1.513
H -2.466 -0.674 1.108
H -3.998 -2.372 0.335
H -3.214 -1.623 -1.036
H -5.573 -2.024 -1.504
H -5.210 -0.317 -1.574
H -7.342 -0.648 -0.488
H -6.224 0.016 0.684
H -7.003 -2.943 0.450
H -7.603 -1.804 1.660
H -5.907 -2.277 1.672

***

60
Properties=species:S:1:pos:R:3 method="wB97M-V/def2-TZVPD" gap_ha="0.2157 / 0.2259" energy_ev=-63315.362
C -1.106 1.326 -2.174
C 0.236 1.196 -2.526
C 1.033 1.910 -1.561
C 0.085 2.517 -0.603
C -1.253 2.095 -1.014
Sn 0.602 0.350 0.413
N -0.891 -1.897 0.732
C -0.400 -2.998 0.048
C 0.829 -2.084 -0.383
H 2.070 2.191 -1.658
H 0.632 0.717 -3.426
H 0.324 3.331 0.071
H -2.176 2.407 -0.536
H -1.968 0.937 -2.783
H 0.863 -1.800 -1.458
H -0.999 -3.414 -0.819
H -1.880 -1.675 0.445
H 1.785 -2.324 0.114
H -0.145 -3.857 0.735
C 3.730 0.078 5.768
Si 2.193 1.174 5.798
C 1.407 1.109 7.514
C 2.608 2.961 5.361
Si 0.745 0.357 4.139
Te 2.557 0.801 2.464
Si 0.307 -1.920 4.543
C 0.180 -2.199 6.404
C -1.307 -2.416 3.726
C 1.710 -2.929 3.802
Si -1.336 1.468 4.280
C -2.055 1.089 5.985
C -0.995 3.307 4.077
C -2.547 0.909 2.947
H 4.435 0.481 6.511
H 4.235 0.064 4.792
H 3.499 -0.961 6.044
H 2.180 1.421 8.232
H 0.562 1.802 7.607
H 1.066 0.106 7.798
H 2.964 3.083 4.329
H 1.746 3.627 5.505
H 3.411 3.288 6.039
H -0.645 -1.633 6.860
H -0.016 -3.270 6.568
H 1.107 -1.942 6.933
H -1.322 -2.118 2.655
H -1.393 -3.513 3.751
H -2.188 -1.985 4.219
H 1.806 -2.766 2.720
H 2.674 -2.691 4.273
H 1.497 -3.996 3.973
H -1.438 1.478 6.805
H -3.042 1.574 6.049
H -2.203 0.013 6.150
H -0.450 3.515 3.145
H -1.961 3.833 4.031
H -0.416 3.721 4.913
H -2.172 1.094 1.930
H -2.803 -0.155 3.025
H -3.477 1.487 3.074

***

61
Properties=species:S:1:pos:R:3 method="wB97M-V/def2-TZVPD" gap_ha=0.2398 e_above_lowest_kj_mol=0.0 total_charge=+2 energy_ev=-214755.076
Au 0.063 -1.658 -0.512
C 3.206 0.230 0.848
As 1.270 0.218 0.767
C 0.753 0.317 2.631
C 0.896 2.037 0.158
C -0.478 2.328 -0.465
C -1.623 1.684 0.313
C -0.498 1.855 -1.929
As -0.268 -0.038 -2.352
C 1.403 -0.139 -3.316
C -1.618 -0.409 -3.676
C -0.653 3.861 -0.536
As -0.955 5.111 1.002
C -2.823 4.685 1.426
C -0.140 4.232 2.565
H 3.523 1.174 1.289
H 3.633 0.138 -0.149
H 3.565 -0.585 1.474
H 1.218 1.203 3.063
H 1.080 -0.558 3.185
H -0.329 0.408 2.706
H 1.695 2.326 -0.530
H 1.025 2.632 1.061
H -1.553 0.589 0.335
H -2.583 1.939 -0.139
H -1.645 2.036 1.342
H 0.299 2.353 -2.487
H -1.443 2.141 -2.395
H 1.351 0.544 -4.163
H 1.562 -1.153 -3.678
H 2.228 0.153 -2.668
H -1.456 0.272 -4.511
H -2.605 -0.236 -3.251
H -1.535 -1.438 -4.015
H -1.516 4.082 -1.173
H 0.211 4.277 -1.063
H -3.426 4.763 0.522
H -3.178 5.441 2.125
H -2.966 3.705 1.877
H 0.948 4.299 2.526
H -0.452 3.199 2.722
H -0.466 4.812 3.429
C -2.546 -3.152 -0.751
C -1.255 -2.989 -1.510
O -0.978 -3.479 -2.549
H -3.181 -3.864 -1.277
H -3.046 -2.181 -0.699
H -2.363 -3.481 0.271
C 0.321 -5.133 0.141
P 0.982 -3.529 0.647
C 2.722 -3.581 0.159
C 0.950 -3.544 2.451
H 0.952 -5.921 0.557
H 0.321 -5.216 -0.945
H -0.694 -5.275 0.510
H 3.208 -4.428 0.646
H 3.238 -2.665 0.443
H 2.797 -3.708 -0.922
H 1.476 -4.439 2.790
H -0.075 -3.576 2.819
H 1.450 -2.670 2.861